Record 1
42
Properties=species:S:1:pos:R:3 method="wB97M-V/def2-TZVPD" gap_ev=9.67 energy_ev=-54429.7640
C 1.537 -1.560 -0.211
C 0.481 -1.410 -1.283
O 0.962 -0.802 -2.501
B 1.536 0.397 -2.389
O 2.450 0.777 -3.336
O 1.291 1.299 -1.321
P -0.105 2.007 -1.195
O -0.487 2.145 0.183
O 0.012 3.482 -1.873
O 0.911 4.200 -1.030
O -1.139 1.315 -2.152
C -2.500 1.792 -1.970
C -3.425 0.786 -1.334
O -2.886 0.221 -0.161
C -3.821 -0.346 -2.288
N -2.661 -1.143 -2.632
H 2.498 -1.887 -0.583
H 1.183 -2.294 0.497
H 1.614 -0.640 0.345
H 0.145 -2.395 -1.560
H -0.384 -0.917 -0.867
H 3.335 0.778 -2.945
H 0.320 4.617 -0.384
H -2.494 2.700 -1.383
H -2.873 2.054 -2.947
H -4.343 1.322 -1.090
H -3.558 0.259 0.530
H -4.333 0.070 -3.157
H -4.539 -0.965 -1.777
H -2.169 -0.783 -3.433
H -2.878 -2.119 -2.740
C 2.295 -1.009 5.395
C 1.632 -0.341 4.208
O 2.500 -0.638 3.108
S 3.169 -2.077 3.321
O 2.428 -3.043 2.598
O 4.570 -1.943 3.177
O 2.810 -2.242 4.875
H 3.131 -0.417 5.771
H 1.598 -1.209 6.204
H 1.535 0.733 4.328
H 0.652 -0.774 4.000

=====

Record 2
119
Properties=species:S:1:pos:R:3 method="wB97M-V/def2-TZVPD" gap_ev="8.24 / 5.93" total_charge=+2 spin_multiplicity=2 energy_ev=-108485.1440 s_squared=0.755
Ru -1.590 -0.513 0.092
N -0.288 -2.186 -0.128
C -0.791 -3.286 0.740
C -1.466 -2.717 1.984
N -2.519 -1.751 1.583
C -3.702 -2.483 1.033
C -4.229 -1.865 -0.250
N -3.084 -1.489 -1.108
C -2.928 -0.815 2.658
C -3.699 0.360 2.065
N -2.996 0.948 0.881
H -0.165 -2.497 -1.095
H 0.626 -1.899 0.204
H 0.015 -3.959 1.036
H -1.495 -3.878 0.154
H -0.738 -2.180 2.592
H -1.884 -3.530 2.589
H -4.494 -2.532 1.784
H -3.404 -3.510 0.831
H -4.799 -0.959 -0.062
H -4.895 -2.569 -0.753
H -3.446 -0.977 -1.908
H -2.657 -2.321 -1.517
H -2.024 -0.471 3.162
H -3.556 -1.316 3.404
H -3.860 1.110 2.840
H -4.686 0.031 1.747
H -2.427 1.738 1.180
H -3.678 1.354 0.244
C -1.519 0.195 -3.275
P -0.865 0.798 -1.679
C -1.510 2.489 -1.514
C -0.754 3.470 -0.873
C -1.299 4.723 -0.626
C -2.601 5.008 -1.015
C -3.357 4.040 -1.662
C -2.815 2.786 -1.909
C 0.886 1.020 -2.125
C 1.897 0.242 -1.572
C 3.206 0.354 -2.028
C 3.511 1.254 -3.034
C 2.511 2.046 -3.586
C 1.208 1.928 -3.137
P -0.821 -1.513 -3.529
C -2.178 -2.343 -4.428
C -2.160 -3.739 -4.421
C -3.129 -4.465 -5.099
C -4.140 -3.801 -5.779
C -4.174 -2.413 -5.785
C -3.197 -1.688 -5.118
C 0.444 -1.173 -4.794
C 1.748 -1.584 -4.543
C 2.753 -1.339 -5.470
C 2.454 -0.687 -6.655
C 1.149 -0.283 -6.919
C 0.148 -0.528 -5.995
H -1.261 0.874 -4.089
H -2.606 0.147 -3.230
H 0.271 3.266 -0.583
H -0.700 5.481 -0.140
H -3.020 5.987 -0.830
H -4.363 4.266 -1.988
H -3.413 2.048 -2.433
H 1.670 -0.460 -0.782
H 3.984 -0.263 -1.600
H 4.528 1.339 -3.395
H 2.748 2.751 -4.371
H 0.436 2.552 -3.572
H -1.370 -4.263 -3.892
H -3.095 -5.546 -5.097
H -4.898 -4.363 -6.307
H -4.956 -1.892 -6.323
H -3.230 -0.605 -5.161
H 1.982 -2.094 -3.616
H 3.766 -1.663 -5.268
H 3.232 -0.501 -7.382
H 0.914 0.214 -7.851
H -0.869 -0.227 -6.220
C 1.036 3.967 4.068
Si 0.997 2.280 4.873
C 2.022 2.210 6.434
C -0.778 1.767 5.212
Si 1.973 0.727 3.386
Te 0.118 0.843 1.629
Si 3.829 1.572 2.177
C 4.636 0.123 1.306
C 3.283 2.885 0.959
C 4.969 2.283 3.478
Si 2.223 -1.482 4.146
C 0.716 -1.932 5.174
C 2.341 -2.621 2.654
C 3.772 -1.602 5.184
H 0.493 4.690 4.682
H 0.565 3.944 3.083
H 2.057 4.333 3.951
H 1.746 3.029 7.103
H 3.089 2.303 6.225
H 1.862 1.275 6.975
H -1.222 2.419 5.968
H -0.843 0.741 5.577
H -1.383 1.857 4.305
H 3.922 -0.424 0.689
H 5.068 -0.575 2.025
H 5.443 0.474 0.657
H 2.625 2.469 0.192
H 4.156 3.304 0.453
H 2.761 3.701 1.463
H 5.211 1.549 4.249
H 4.527 3.154 3.965
H 5.909 2.601 3.021
H -0.224 -1.705 4.665
H 0.713 -1.384 6.119
H 0.720 -2.998 5.416
H 1.490 -2.468 1.988
H 2.344 -3.667 2.969
H 3.253 -2.439 2.082
H 3.772 -0.854 5.980
H 4.668 -1.446 4.580
H 3.855 -2.584 5.654

=====

Record 3
63
Properties=species:S:1:pos:R:3 method="wB97M-V/def2-TZVPD" gap_ev=4.26 total_charge=-1 energy_ev=-54679.6163
C -42.888 10.271 48.821
N -43.208 11.551 49.478
C -43.098 12.651 48.525
C -44.697 11.366 49.929
C -42.404 11.749 50.812
C -42.660 13.006 51.536
O -41.810 13.151 52.715
H -41.694 10.372 49.009
H -42.688 10.272 47.914
H -43.273 9.265 49.125
H -42.132 12.447 48.290
H -43.104 13.521 48.879
H -43.491 12.375 47.560
H -45.489 11.233 48.919
H -44.998 12.284 50.595
H -44.674 10.627 50.636
H -41.435 11.832 50.459
H -42.485 10.963 51.452
H -43.617 12.966 51.972
H -42.680 13.713 50.943
H -41.021 13.559 52.319
Li -38.656 15.322 52.009
P -39.584 14.290 49.815
O -38.360 15.025 50.108
O -40.029 14.448 51.358
O -39.339 12.836 49.683
O -40.511 14.949 48.915
C -37.351 14.770 56.266
O -37.719 13.469 55.753
C -37.753 13.351 54.375
O -37.742 14.367 53.627
O -37.853 12.066 53.803
C -38.078 11.918 52.465
H -36.371 14.871 55.868
H -37.286 14.602 57.410
H -38.126 15.473 56.088
H -39.155 12.283 52.471
H -37.916 11.038 52.312
H -37.542 12.407 51.703
C -37.541 18.896 54.494
O -38.833 19.084 54.055
C -39.551 18.215 53.304
O -38.926 17.160 53.110
O -40.798 18.451 52.888
C -41.514 17.479 52.229
H -37.554 17.850 54.853
H -37.683 19.544 55.318
H -36.728 19.049 53.737
H -42.637 17.853 52.113
H -41.639 16.601 52.774
H -41.178 17.272 51.328
C -36.018 16.855 50.616
O -35.235 17.934 49.993
C -34.859 18.896 50.846
O -34.832 18.733 52.031
O -34.560 20.014 50.233
C -33.866 21.014 50.931
H -35.518 16.282 51.359
H -36.101 15.956 49.827
H -36.982 17.144 50.991
H -34.615 21.560 51.670
H -33.375 21.821 50.120
H -33.207 20.657 51.612

=====

Record 4
14
Properties=species:S:1:pos:R:3 method="wB97M-V/def2-TZVPD" gap_ev="5.88 / 10.04" total_charge=+1 spin_multiplicity=2 energy_ev=-16209.6806 s_squared=0.753
H -0.669 2.611 -0.033
O 0.350 0.735 -0.653
C 0.322 -0.267 0.204
O -0.246 -0.232 1.292
Sn -1.547 0.835 2.211
O 0.957 -1.287 -0.268
C 1.685 -2.124 0.645
H 2.125 -1.507 1.437
H 1.013 -2.876 1.072
H 2.464 -2.597 0.043
C -0.690 1.650 -0.615
C -1.631 1.702 -1.552
H -1.694 0.928 -2.320
H -2.438 2.428 -1.464

=====

Record 5
96
Properties=species:S:1:pos:R:3 method="wB97M-V/def2-TZVPD" gap_ev=9.57 energy_ev=-54500.1032
O -3.298 -1.476 1.683
C -2.799 -1.090 0.702
O -1.567 -0.825 0.446
C -0.565 -1.229 1.287
C 0.814 -0.597 1.010
C -3.848 -0.817 -0.408
H -0.461 -2.380 1.231
H -0.927 -0.847 2.284
H 0.645 0.473 1.243
H 0.964 -0.487 -0.136
H 1.731 -1.095 1.565
H -3.884 -1.291 -1.427
H -3.812 0.334 -0.973
H -4.701 -1.131 0.095
O 7.693 -1.678 1.106
C 7.871 -0.604 0.617
O 6.852 0.192 0.138
C 5.563 -0.281 0.253
C 4.526 0.802 -0.023
C 9.255 0.016 0.337
H 5.408 -0.782 1.224
H 5.449 -0.957 -0.652
H 3.680 0.202 -0.312
H 4.903 1.535 -0.972
H 4.286 1.271 0.766
H 10.040 -0.841 0.504
H 9.461 0.619 0.974
H 9.412 0.263 -0.755
O -4.244 2.558 -1.469
C -5.102 3.286 -2.045
O -5.667 3.140 -3.208
C -5.195 2.109 -4.085
C -5.909 2.195 -5.389
C -5.625 4.455 -1.283
H -5.385 1.206 -3.558
H -3.992 2.100 -4.028
H -5.584 3.193 -5.838
H -7.236 2.213 -5.274
H -5.579 1.390 -5.990
H -5.090 5.201 -0.940
H -5.682 4.191 -0.393
H -6.538 4.696 -1.705
O 1.107 2.588 -2.877
C -0.117 2.605 -2.715
O -0.722 3.693 -2.422
C -0.119 4.873 -2.499
C -1.051 6.089 -2.124
C -0.982 1.297 -2.843
H 0.602 5.062 -3.396
H 0.611 4.865 -1.810
H -1.561 5.812 -1.164
H -1.906 6.127 -2.903
H -0.615 7.074 -2.026
H -0.777 0.697 -3.622
H -2.137 1.526 -2.535
H -0.775 0.575 -2.318
C -1.455 3.608 0.969
C -2.186 4.181 2.102
O -2.001 5.365 2.555
C -3.330 3.271 2.736
H -1.393 2.597 1.225
H -0.292 4.055 0.705
H -1.995 3.664 0.022
H -4.174 3.083 2.028
H -3.813 3.574 3.581
H -2.883 2.300 2.843
C 5.672 -4.235 2.276
C 4.377 -4.172 1.588
O 4.270 -3.810 0.299
C 3.125 -4.325 2.244
H 5.701 -5.170 3.001
H 5.864 -3.344 2.713
H 6.540 -4.355 1.450
H 2.263 -4.624 1.555
H 2.838 -3.472 2.698
H 3.378 -4.948 3.055
C -0.891 -4.169 4.074
C -0.255 -2.928 4.663
O 1.049 -2.825 4.920
C -1.219 -1.896 4.984
H -0.025 -4.893 3.898
H -1.258 -4.172 3.054
H -1.751 -4.525 4.598
H -2.117 -1.727 4.277
H -0.595 -1.017 4.934
H -1.697 -1.991 6.020
C 1.214 -4.969 -1.817
C 0.018 -4.723 -1.076
O -0.164 -5.304 0.057
C -1.062 -3.880 -1.629
H 1.577 -5.649 -1.337
H 2.088 -4.237 -1.900
H 1.163 -5.398 -2.878
H -0.780 -2.787 -1.715
H -2.041 -3.904 -1.331
H -1.181 -4.359 -2.787

=====

Record 6
83
Properties=species:S:1:pos:R:3 method="wB97M-V/def2-TZVPD" gap_ev=9.62 total_charge=+1 energy_ev=-54917.8346
C -1.054 -5.290 -1.629
H -0.979 -6.373 -1.667
H -2.024 -5.030 -1.215
H -0.991 -4.906 -2.645
C 0.071 -4.721 -0.765
C 1.429 -5.125 -1.331
H 1.503 -6.208 -1.381
H 1.552 -4.728 -2.337
H 2.246 -4.758 -0.716
H -0.045 -5.126 0.243
C -0.070 -3.196 -0.730
N 0.997 -2.500 -0.001
C 1.368 -1.305 -0.479
O 0.819 -0.778 -1.444
C 2.553 -0.582 0.176
N 2.390 0.832 -0.111
C 1.273 1.441 0.312
O 0.519 0.972 1.141
C 0.993 2.808 -0.349
N -0.320 3.270 0.036
C -1.491 2.709 -0.269
O -2.542 3.118 0.220
C -1.473 1.550 -1.265
N -2.806 1.078 -1.546
C -3.568 0.136 -0.951
O -4.765 0.103 -1.190
C -2.935 -0.860 0.013
N -1.819 -1.560 -0.592
C -1.377 -2.727 -0.074
O -1.905 -3.295 0.856
H -1.269 -1.121 -1.316
H -3.688 -1.630 0.227
C -2.543 -0.194 1.353
H -1.707 -0.757 1.769
H -2.181 0.818 1.189
C -3.667 -0.200 2.393
H -3.828 -1.223 2.734
H -3.341 0.391 3.251
C -5.007 0.330 1.887
N -4.860 1.638 1.272
C -5.668 2.130 0.345
N -6.884 1.617 0.140
H -7.097 0.703 0.505
N -5.291 3.230 -0.303
H -5.886 3.663 -0.986
H -4.334 3.548 -0.190
H -7.402 1.896 -0.677
H -3.958 2.094 1.361
H -5.412 -0.362 1.142
H -5.708 0.395 2.726
H -3.347 1.684 -2.152
H -0.848 0.753 -0.863
H -1.019 1.894 -2.200
H -0.362 3.997 0.739
C 2.040 3.852 0.036
C 1.913 5.085 -0.846
O 1.186 5.166 -1.797
O 2.714 6.058 -0.432
H 2.651 6.842 -1.002
H 3.049 3.455 -0.085
H 1.937 4.149 1.081
H 1.014 2.676 -1.439
H 2.882 1.184 -0.918
H 2.550 -0.700 1.262
C 3.872 -1.088 -0.422
C 5.021 -0.254 0.078
C 5.520 -0.445 1.360
C 6.550 0.345 1.838
C 7.091 1.339 1.041
C 6.601 1.536 -0.239
C 5.571 0.744 -0.716
H 5.208 0.891 -1.725
H 7.025 2.303 -0.869
H 7.896 1.954 1.412
H 6.934 0.182 2.834
H 5.106 -1.224 1.984
H 4.009 -2.132 -0.139
H 3.808 -1.035 -1.511
C 1.352 -2.978 1.318
H 1.337 -2.163 2.041
H 0.609 -3.707 1.633
H 2.337 -3.449 1.327
H -0.025 -2.824 -1.758

=====

Record 7
78
Properties=species:S:1:pos:R:3 method="wB97M-V/def2-TZVPD" gap_ev=6.87 total_charge=+1 energy_ev=-51511.6346
C 4.571 -0.952 -1.504
C 2.998 -0.666 -1.597
C 2.512 0.750 -2.032
C 0.971 0.963 -2.147
N 0.050 -0.118 -1.879
C 0.472 -1.447 -1.455
C 1.969 -1.800 -1.296
H 4.834 -1.703 -0.683
H 4.863 -1.428 -2.520
H 5.184 0.008 -1.376
H 3.231 1.598 -2.268
H 0.574 2.000 -2.445
H -0.961 0.068 -1.992
H -0.299 -2.263 -1.221
H 2.289 -2.858 -0.980
O 5.504 0.210 1.373
H 4.666 0.202 0.893
H 5.485 1.045 1.861
O 7.491 -1.125 3.815
H 6.674 -0.906 3.350
H 7.816 -0.270 4.131
O 7.575 -2.322 -1.277
H 7.000 -1.692 -0.828
H 7.364 -3.169 -0.864
O 7.337 -2.392 6.458
H 7.367 -1.971 5.585
H 6.401 -2.375 6.693
O -2.187 -0.667 -4.169
H -1.300 -0.743 -3.795
H -2.774 -0.740 -3.402
O -5.014 -0.627 -2.124
H -5.300 -0.004 -2.806
H -5.714 -1.295 -2.111
O -7.726 0.250 -2.901
H -8.560 0.239 -3.388
H -7.752 1.085 -2.410
O -2.787 -0.372 -0.239
H -3.626 -0.381 -0.726
H -2.808 0.462 0.249
O -5.873 -0.938 0.755
H -5.312 -0.869 1.538
H -5.267 -0.783 0.018
O -8.275 2.597 -0.521
H -7.557 3.099 -0.116
H -8.711 2.171 0.227
O -6.711 2.171 -5.367
H -5.842 1.975 -5.740
H -6.926 1.385 -4.848
O -9.537 3.931 1.703
H -10.370 3.921 1.216
H -9.562 4.763 2.192
O 3.258 0.716 -5.311
H 4.146 0.641 -4.940
H 2.675 0.643 -4.544
O -1.505 0.970 -6.591
H -1.790 0.327 -5.926
H -0.604 1.195 -6.331
O 0.859 3.274 0.590
H 1.295 3.094 1.436
H 1.126 2.535 0.029
O 7.143 1.015 5.653
H 7.868 1.515 6.051
H 6.712 0.590 6.405
O -4.535 -3.811 1.785
H -4.820 -3.188 1.103
H -5.232 -4.478 1.798
O 1.843 2.510 3.323
H 1.078 1.997 3.612
H 2.208 2.868 4.142
O 4.232 -1.463 3.965
H 4.261 -1.043 3.095
H 3.296 -1.445 4.203
O 8.435 -4.170 2.423
H 7.505 -4.422 2.381
H 8.420 -3.280 2.803
O -8.446 1.811 3.493
H -8.734 2.436 2.812
H -9.143 1.144 3.509